Computed, not measured: a 8-piece molecular cluster, C20H57BF4N3O11 overall in a non-equilibrium geometry, with wB97M-V/def2-TZVPD.

Properties
HOMO-LUMO gap: 8.23 eV
electronic energy: -2212.580571 Ha
maximum force: 3.3 eV Å⁻¹
total charge: -1

Cartesian coordinates (Å):
B (-0.0820, 1.2647, 0.4083)
F (0.4297, 0.7953, -0.8099)
F (0.8511, 1.9674, 1.1787)
F (-1.1486, 2.0654, 0.0926)
F (-0.3867, 0.1569, 1.2948)
C (1.7644, -1.4626, 4.9159)
C (1.8696, -1.9826, 3.5000)
O (2.9677, -2.8164, 3.2767)
O (2.8508, -0.6117, 5.2699)
H (1.7574, -2.3221, 5.5955)
H (0.8164, -0.9587, 5.1347)
H (1.7641, -1.1288, 2.8117)
H (0.9481, -2.5182, 3.2544)
H (3.7942, -2.3293, 3.3239)
H (3.1371, -0.1541, 4.4695)
C (4.1234, 2.3173, 2.2188)
C (5.2788, 3.0977, 2.7682)
O (4.8544, 4.4160, 3.1214)
O (3.1053, 2.1810, 3.1930)
H (4.5384, 1.3058, 2.0559)
H (3.7743, 2.6503, 1.2405)
H (6.0364, 3.2040, 1.9895)
H (5.7406, 2.5456, 3.5944)
H (3.9839, 4.2763, 3.5213)
H (2.2651, 1.9915, 2.7628)
C (3.2914, -2.8363, -0.3545)
C (2.2490, -1.6961, -0.5096)
O (1.0536, -1.9953, 0.2087)
O (3.6182, -3.4097, -1.6099)
H (2.8168, -3.5923, 0.2798)
H (4.1974, -2.4742, 0.1236)
H (2.1755, -1.3798, -1.5496)
H (2.6767, -0.8927, 0.1037)
H (0.6383, -1.1546, 0.4467)
H (2.8445, -3.8505, -1.9687)
C (1.5830, 3.6893, -2.6185)
C (2.5439, 3.6349, -1.4071)
O (1.9141, 3.9946, -0.1950)
O (0.2569, 3.2208, -2.4338)
H (2.0820, 3.2963, -3.5126)
H (1.3826, 4.7439, -2.8391)
H (3.3623, 4.3115, -1.6347)
H (2.7494, 2.5664, -1.2420)
H (1.2196, 3.3771, 0.0845)
H (0.2881, 2.3806, -1.9517)
C (-0.5788, -0.5400, -4.2279)
C (0.6324, -0.2324, -5.1164)
C (1.7104, -1.3023, -4.9799)
O (2.7314, -1.0725, -5.9293)
C (3.9393, -1.7764, -5.7498)
N (0.1641, -0.1482, -6.5313)
H (-1.5417, -0.1441, -4.5414)
H (-0.2869, -0.1060, -3.2703)
H (-0.6960, -1.6262, -4.2502)
H (1.0798, 0.7381, -4.8967)
H (1.3956, -2.3517, -5.0435)
H (2.2349, -1.0797, -4.0325)
H (4.5088, -1.2965, -4.9450)
H (4.5021, -1.6548, -6.6706)
H (3.7576, -2.8121, -5.4536)
H (-0.3640, -0.9958, -6.7322)
H (1.0241, -0.2635, -7.0705)
C (-3.5017, 2.0248, -2.2593)
C (-4.2845, 1.1899, -1.2323)
C (-3.4668, -0.1468, -1.0999)
O (-3.9709, -0.8789, 0.0168)
C (-3.2121, -2.0817, 0.0936)
N (-4.1429, 1.8891, 0.0815)
H (-4.1106, 2.9162, -2.4281)
H (-3.1808, 1.4754, -3.1520)
H (-2.5325, 2.3593, -1.8861)
H (-5.3365, 1.1043, -1.4977)
H (-2.3928, 0.0382, -1.0793)
H (-3.7658, -0.6427, -2.0328)
H (-3.5914, -2.7794, 0.8425)
H (-2.1898, -1.8171, 0.3812)
H (-3.3023, -2.5981, -0.8685)
H (-4.4200, 2.8602, -0.0662)
H (-3.1292, 1.9331, 0.0747)
C (-2.5396, -0.6498, 4.7221)
C (-3.3304, -1.0084, 3.4336)
C (-4.6982, -1.6128, 3.6928)
O (-5.5068, -1.3943, 2.5449)
C (-6.5953, -2.2913, 2.4509)
N (-3.3173, 0.1792, 2.5864)
H (-1.5442, -0.3635, 4.3729)
H (-2.4817, -1.3987, 5.5146)
H (-2.8772, 0.3180, 5.1072)
H (-2.6756, -1.7259, 2.9298)
H (-5.1598, -1.0395, 4.5099)
H (-4.6356, -2.6769, 3.9323)
H (-7.5252, -1.7957, 2.1717)
H (-6.7432, -2.9908, 3.2762)
H (-6.3847, -2.9380, 1.5872)
H (-2.4846, 0.2801, 2.0116)
H (-3.1603, 1.0425, 3.1063)

=====

Computed, not measured: one molecule with the formula C4H4ClNOS in a non-equilibrium geometry, with wB97M-V/def2-TZVPD.

Properties
energy above the lowest of the compared OMol25 structures with the same formula, charge and spin: 38.65 kcal per mole
HOMO-LUMO gap: 9.46 eV
electronic energy: -1143.125644 Ha
SMILES string: Sc1ncoc1CCl
maximum force: 6.7 eV Å⁻¹

Cartesian coordinates (Å):
C (-0.9472, -0.1743, -0.2584)
C (-0.5156, 1.9465, -0.4972)
C (0.3861, 0.1039, 0.1655)
C (1.4890, -0.8279, 0.4595)
H (-2.7161, -1.3480, 0.8002)
H (-0.6460, 2.9358, -0.4703)
H (0.9020, -1.8844, 0.3456)
H (1.9599, -0.6684, 1.5158)
N (-1.4848, 1.0265, -0.6907)
O (0.7190, 1.3810, -0.1211)
S (-1.9285, -1.6743, -0.5007)
Cl (2.7822, -0.8163, -0.7483)

=====

Computed, not measured: one molecule with the formula C3H4N2O2 in a non-equilibrium geometry, with wB97M-V/def2-TZVPD.

Properties
energy above the lowest of the compared OMol25 structures with the same formula, charge and spin: 123.18 kcal per mole
HOMO-LUMO gap: 10.68 eV
electronic energy: -376.567497 Ha
SMILES string: OCc1cnno1
maximum force: 5.5 eV Å⁻¹

Cartesian coordinates (Å):
C (-1.2864, 0.1398, -0.4169)
C (0.2057, -0.0208, -0.3298)
C (1.1199, 0.8674, 0.0814)
H (-1.2049, -0.7111, 1.4046)
H (-1.7001, 1.0780, 0.0600)
H (-1.8608, -0.3380, -1.3780)
H (1.2128, 2.0338, 0.0560)
N (2.2673, 0.0817, 0.3405)
N (2.2158, -1.1225, -0.0571)
O (-1.6924, -0.7703, 0.5216)
O (0.7232, -1.2380, -0.2823)

=====

Computed, not measured: a 2-piece molecular cluster, C7H7NO2 overall in a non-equilibrium geometry, with wB97M-V/def2-TZVPD.

Properties
spin multiplicity: 3
energy above the lowest of the compared OMol25 structures with the same formula, charge and spin: 80.57 kcal per mole
HOMO-LUMO gap (alpha / beta): 8.65 / 6.17 eV
electronic energy: -475.865432 Ha
maximum force: 5.1 eV Å⁻¹

Cartesian coordinates (Å):
C (2.4019, -2.2650, -0.9171)
C (1.3602, 0.5160, 0.0895)
C (0.3905, 1.4346, 0.7356)
C (-1.0418, 1.2032, 0.2842)
C (-1.5658, -0.2396, 0.4238)
C (-0.6352, -1.1323, -0.3950)
C (0.6605, -0.5699, -0.7075)
N (2.9985, -3.1210, -1.3757)
O (2.5260, 0.6635, 0.1729)
O (-0.3383, -0.4707, -1.6278)
H (0.4289, 1.2431, 1.8337)
H (0.5528, 2.4077, 0.5176)
H (-1.7193, 2.0195, 0.6687)
H (-0.9824, 1.3073, -0.8422)
H (-1.5203, -0.5631, 1.4551)
H (-2.6061, -0.3606, 0.1616)
H (-0.9102, -2.0725, -0.4774)